1.
# C35H39N3OPtS2Te

C35H39N3OPtS2Te as an isolated structure (ωB97M-V/def2-TZVPD, the Open Molecules 2025 dataset).

Kohn-Sham gap (alpha / beta)   0.2472 / 0.2113 hartree
2S+1   2
Total charge   +3
Expectation value of S²   0.754

The geometry in XYZ format:
```
82
C35H39N3OPtS2Te, DFT ωB97M-V/def2-TZVPD
Pt 0.14369 0.03844 -0.39481
C -3.00304 -1.05946 -1.17920
S -1.61610 -1.50911 -0.12856
C -0.96233 -2.92623 -1.02754
H -3.70271 -1.89399 -1.13634
H -2.68244 -0.88872 -2.20393
H -3.47870 -0.17953 -0.75267
H -0.79026 -2.67805 -2.07285
H -1.69946 -3.72438 -0.94143
H -0.03929 -3.23076 -0.54027
C -3.24625 4.02159 -1.57420
C -2.64358 3.01118 -2.56171
C -1.75169 2.07333 -1.89133
N -1.05161 1.35452 -1.34025
H -3.86858 4.71774 -2.13133
H -2.46760 4.59290 -1.07008
H -3.86846 3.52646 -0.83071
H -2.06176 3.50467 -3.34375
H -3.41772 2.42222 -3.05934
C 3.27768 7.99321 -1.51395
C 3.30909 6.49544 -1.48040
C 2.25027 5.75645 -0.96916
C 2.26337 4.36850 -0.92083
C 1.07980 3.68293 -0.31193
C 3.38690 3.71158 -1.41565
Te 3.78818 1.63174 -1.52868
N 2.17351 0.45392 -0.93472
C 2.49676 -0.73868 -0.44458
O 1.48973 -1.30665 0.17056
C 3.74864 -1.47924 -0.57131
C 4.31522 -2.07773 0.55410
C 5.49458 -2.78770 0.41859
C 6.08199 -2.92889 -0.83458
C 5.49884 -2.35813 -1.95903
C 4.33256 -1.62138 -1.83178
C 5.01202 1.41768 0.14901
C 6.27338 0.91357 -0.16237
C 7.20770 0.75963 0.84790
C 6.86135 1.09426 2.14910
C 5.59482 1.58248 2.44126
C 4.63705 1.76303 1.44929
C 3.26805 2.28308 1.79018
C 4.48161 4.41375 -1.95086
C 5.75166 3.80172 -2.49558
C 4.41049 5.79891 -1.96399
H 2.33106 8.38424 -1.14820
H 3.43404 8.35925 -2.52898
H 4.07855 8.40237 -0.89658
H 1.37949 6.27607 -0.58504
H 0.15832 4.06434 -0.75632
H 1.02507 3.88083 0.76010
H 1.11263 2.60667 -0.45007
H 3.84528 -1.97155 1.52378
H 5.95214 -3.24411 1.28566
H 6.99400 -3.50168 -0.93730
H 5.94292 -2.50277 -2.93447
H 3.85621 -1.20171 -2.71092
H 6.53470 0.63841 -1.17802
H 8.19548 0.38368 0.61920
H 7.58467 0.97988 2.94547
H 5.34676 1.84579 3.46206
H 3.27394 2.78119 2.75796
H 2.53457 1.47197 1.83880
H 2.92605 3.00774 1.04816
H 5.74027 2.72167 -2.66247
H 6.58264 4.00062 -1.81736
H 5.99019 4.24417 -3.46194
H 5.24945 6.34953 -2.37505
S -0.04302 0.05441 4.25361
C 0.18080 -0.37089 2.63337
N -0.24435 0.49554 1.74940
C -0.82109 1.61409 2.35797
C -1.42851 2.70871 1.74129
C -1.96334 3.69645 2.53807
C -1.91044 3.61650 3.93769
C -1.32664 2.53681 4.56045
C -0.78705 1.53459 3.75330
H 0.65851 -1.29944 2.35722
H -1.47500 2.78127 0.66561
H -2.44070 4.55250 2.07990
H -2.34285 4.40763 4.53418
H -1.29430 2.46276 5.63897
```

***

2.
# C3H12N2O

A 2-piece molecular cluster, C3H12N2O overall (ωB97M-V/def2-TZVPD, the Open Molecules 2025 dataset).

SMILES string   CC(C)O.NN
Kohn-Sham gap   0.3616 hartree

The geometry in XYZ format:
```
18
C3H12N2O, DFT ωB97M-V/def2-TZVPD
C 0.70798 -1.89491 -0.64511
C 1.18409 -0.89148 0.39426
C 0.30090 -0.90666 1.63177
O 1.15153 0.41744 -0.17236
H -0.28414 -1.62567 -1.02448
H 0.66566 -2.90777 -0.23359
H 1.38220 -1.89841 -1.50838
H 2.21784 -1.10929 0.68356
H 0.59716 -0.11230 2.32507
H 0.36476 -1.86772 2.15101
H -0.74733 -0.72528 1.37262
H 1.78008 0.41811 -0.91689
N -1.54815 1.70739 -0.09028
N -2.02014 2.60803 -1.10567
H -0.53116 1.77231 0.07548
H -1.67688 0.73015 -0.37232
H -1.33335 2.75112 -1.85103
H -2.21108 3.53494 -0.71365
```

***

Relative energy (zero: lowest compared OMol25 entry of this formula, charge and spin) per entry: 1.0475, 1.1344 eV